# 1
Here is a molecular structure, C28H53CrF3N2O26 at a distorted geometry from OMol25. Energies are from the ωB97M-V functional and the def2-TZVPD basis.

ORCA input file:
```
! wB97M-V def2-TZVPD RIJCOSX def2/J DEFGRID3
* xyz 0 5
Cr -0.19517 0.25399 -0.14759
N -0.04046 -3.12245 -0.45003
O 0.50673 -3.70236 0.43995
O -0.70485 -3.73858 -1.26339
O -0.01151 -1.90349 -0.49534
N -0.31703 2.97290 0.36218
O 0.13314 2.53408 -0.70574
O -0.47775 4.16700 0.56900
O -0.61765 2.07300 1.13115
C 3.16332 -2.83258 2.92338
C 2.49565 -1.64097 2.31983
O 3.26049 -0.48529 2.28636
C 2.74142 0.55025 1.62081
O 1.76520 0.45868 0.90080
O 3.57435 1.56968 1.78662
C 3.53407 2.75130 0.98325
H 3.21659 -2.61865 3.99086
H 4.15806 -2.98383 2.50422
H 2.54386 -3.71264 2.75054
H 1.54984 -1.41567 2.81257
H 2.22596 -1.92937 1.30386
H 2.58325 3.25943 1.14395
H 3.63467 2.57852 -0.08826
H 4.20807 3.52543 1.35008
C -2.62138 -4.51797 3.01321
C -1.69529 -3.30163 2.56332
O -1.72146 -2.29387 3.52939
C -1.45670 -1.03377 3.19784
O -0.83424 -0.69807 2.17083
O -2.15349 -0.12892 4.00378
C -2.88665 -0.50184 5.17218
H -2.52054 -4.81306 4.05765
H -2.42626 -5.44522 2.47447
H -3.70191 -4.43693 2.89492
H -2.05943 -2.98168 1.58703
H -0.68169 -3.69713 2.62886
H -3.61517 -1.26324 4.89355
H -3.30453 0.37866 5.66021
H -2.29399 -1.01599 5.92882
C -2.78761 3.89528 -3.85225
C -1.65162 3.04944 -3.27619
O -1.42833 1.85071 -4.05321
C -1.12593 0.63788 -3.47168
O -0.89945 0.46451 -2.24577
O -1.06193 -0.34292 -4.37963
C -0.60610 -1.60384 -4.14483
H -3.16179 4.69286 -3.21041
H -3.64724 3.27323 -4.10166
H -2.48425 4.40411 -4.76721
H -1.84453 2.74140 -2.24858
H -0.82996 3.76536 -3.25537
H -0.40583 -2.02691 -5.12920
H -1.28014 -2.20558 -3.53520
H 0.29258 -1.49335 -3.53797
C -4.22212 -2.68542 -0.65905
C -4.33172 -1.42074 -1.44366
O -4.73363 -0.45906 -0.49893
C -3.82562 0.22414 0.22927
O -2.57247 0.19830 0.11677
O -4.55355 1.04698 0.98196
C -3.85036 2.04040 1.74442
H -5.05563 -2.90034 0.00967
H -3.33872 -2.65719 -0.02116
H -4.05519 -3.57889 -1.26065
H -4.97475 -1.35327 -2.32119
H -3.36199 -1.05528 -1.78155
H -3.10173 1.53768 2.35673
H -4.55153 2.59449 2.36848
H -3.20137 2.67932 1.14550
C 2.97090 -2.76406 -2.05898
C 3.74486 -1.65888 -1.22313
O 3.97756 -0.47946 -2.01572
C 2.99982 0.38381 -2.12719
O 1.87329 0.23296 -1.66659
O 3.39373 1.43313 -2.86354
C 2.55889 2.57407 -2.96277
H 3.55591 -3.03055 -2.93922
H 1.95896 -2.52694 -2.38740
H 2.87534 -3.69236 -1.49576
H 4.76868 -1.98470 -1.03949
H 3.25763 -1.52229 -0.25770
H 2.92375 3.16581 -3.80231
H 2.57680 3.25152 -2.10905
H 1.53820 2.33626 -3.26235
C 1.16843 2.85953 4.10202
C 0.12082 2.27120 4.97460
O 0.39784 2.58771 6.38430
C -0.33839 2.00285 7.34459
O -1.28415 1.23306 7.20547
O 0.29951 2.33888 8.43851
C 0.07362 1.68461 9.67599
H 2.17994 2.60388 4.41758
H 1.16222 3.91771 3.84065
H 1.14968 2.40540 3.11130
H 0.13097 1.19327 4.81310
H -0.79523 2.72519 4.59665
H 0.82281 2.10152 10.34903
H 0.29313 0.61694 9.67822
H -0.91336 1.83778 10.11246
C 1.01822 1.90871 -6.41702
C 1.64867 0.61076 -5.85083
O 1.66701 -0.33719 -6.89073
C 2.30202 -1.47547 -6.76190
O 2.84931 -1.81617 -5.72431
C 2.06004 -2.49053 -7.88263
F 1.23100 -1.94571 -8.74484
F 3.16820 -2.75354 -8.51173
F 1.66931 -3.64346 -7.34123
H 1.15384 2.74385 -5.72980
H -0.04383 1.78646 -6.62959
H 1.59951 2.17759 -7.29901
H 1.20700 0.25577 -4.91970
H 2.72254 0.71009 -5.69256
*
```

Its expectation value of S² is 6.0032. For the HOMO-LUMO gap (alpha / beta), the calculation gives 9.18 / 9.32 eV. As for the total energy: -122677.806 eV. The highest occupied orbital energy (alpha / beta) is -8.65 / -8.79 eV. For the LUMO energy (alpha / beta), the calculation gives 0.5310 / 0.5316 eV.

=====

# 2
Here is a molecular structure, C20H24N2O4P2Ru at a distorted geometry from OMol25. Energies are from the ωB97M-V functional and the def2-TZVPD basis.

ORCA input file:
```
! wB97M-V def2-TZVPD RIJCOSX def2/J DEFGRID3
* xyz 1 6
C -1.14368 3.47997 -2.95841
C -1.09246 2.09429 -2.85609
C 0.09230 1.48632 -3.25874
C 0.93796 2.11236 -4.14443
C 0.93792 3.53611 -4.21715
C -0.11459 4.21079 -3.58869
C 1.63957 1.12103 -5.05226
C 2.33179 0.08342 -4.19649
C 1.45803 -0.51111 -3.31764
C 1.59401 -1.86083 -3.00731
C 2.86971 -2.39933 -3.12360
C 3.91442 -1.66693 -3.71805
C 3.65828 -0.42049 -4.30206
H -1.98112 4.00421 -2.51986
H 1.72332 4.12426 -4.75576
H -0.15691 5.31394 -3.60300
H 2.02314 1.41107 -5.99556
H 3.06402 -3.38553 -2.72825
H 4.93155 -2.09076 -3.75791
H 4.48099 0.12602 -4.82392
N 0.46089 0.25464 -2.65788
Ru -0.09888 -0.20378 -0.42558
C -2.20300 1.17873 -2.43014
H -2.05973 0.20179 -2.93287
H -3.18094 1.64648 -2.58111
C 0.33671 -2.61260 -2.70190
H -0.50698 -2.15906 -3.25995
H 0.46808 -3.69155 -2.83624
P -2.02640 0.83608 -0.64555
P -0.09690 -2.36448 -0.94570
C 1.25680 -3.03259 0.02625
H 1.38580 -2.42322 0.93414
H 0.96166 -4.05256 0.28969
H 2.17430 -3.02309 -0.57200
C -1.59994 -3.27752 -0.59935
H -1.32443 -4.33723 -0.68789
H -1.92248 -3.03072 0.42357
H -2.37008 -2.98960 -1.32948
C -1.99547 2.42737 0.18663
H -3.04502 2.67454 0.38607
H -1.42736 2.33138 1.12521
H -1.52640 3.16460 -0.47630
C -3.47016 -0.08711 -0.13512
H -3.26442 -0.50639 0.86110
H -4.29321 0.63709 -0.09834
H -3.66637 -0.89177 -0.85588
C 1.32852 0.78384 -0.97726
O 2.24627 1.43405 -1.28653
H 0.81403 0.56007 -5.30905
O -1.05980 -0.25028 3.76444
N -0.62253 -0.02899 2.63438
O 0.10729 0.95069 2.32164
O -0.94829 -0.88802 1.64119
*
```

Its expectation value of S² is 8.7747. For the HOMO-LUMO gap (alpha / beta), the calculation gives 7.12 / 3.49 eV. As for the total energy: -53443.489 eV. The highest occupied orbital energy (alpha / beta) is -10.10 / -10.84 eV. For the LUMO energy (alpha / beta), the calculation gives -2.9783 / -7.3441 eV. The relative energy (zero: lowest compared OMol25 entry of this formula, charge and spin) is 299.19 kJ/mol.

=====

# 3
Here is a molecular structure, C6H7CsLiO6 at a distorted geometry from OMol25. Energies are from the ωB97M-V functional and the def2-TZVPD basis.

ORCA input file:
```
! wB97M-V def2-TZVPD RIJCOSX def2/J DEFGRID3
* xyz 1 1
Cs 3.06352 -4.48425 1.02061
O 1.02743 -0.93839 1.23422
O 1.38843 0.65165 -0.53164
C 2.44264 0.38253 -1.46173
C 2.01720 -0.95157 -2.05861
O 1.29493 -1.55217 -0.96871
C 0.90296 -0.53656 -0.09612
H 2.47576 1.19745 -2.18967
H 3.40029 0.31423 -0.92840
H 2.85672 -1.60548 -2.31839
H 1.33225 -0.83095 -2.90936
Li -4.85696 2.84618 1.82160
O -4.43123 0.91370 1.97485
O -2.42851 0.24718 1.30714
C -1.20440 0.58634 0.74515
C -0.37516 -0.63314 0.61044
O -2.96313 2.44339 1.33782
C -3.30148 1.26650 1.58135
H -1.31678 1.23689 -0.13074
H -0.93439 -1.56458 0.47685
H -0.39009 1.01105 1.48333
*
```

For the HOMO-LUMO gap, the calculation gives 8.19 eV. As for the total energy: -19367.890 eV. The highest occupied orbital energy is -11.82 eV. For the LUMO energy, the calculation gives -3.6318 eV. The relative energy (zero: lowest compared OMol25 entry of this formula, charge and spin) is 0.00 kJ/mol.

=====

# 4
Here is 2 unconnected molecules or ions with the total composition C9H8ClO3S at a distorted geometry from OMol25. Energies are from the ωB97M-V functional and the def2-TZVPD basis.

ORCA input file:
```
! wB97M-V def2-TZVPD RIJCOSX def2/J DEFGRID3
* xyz -1 1
C -1.86010 -2.18922 0.02016
C -2.29163 -0.82376 -0.18947
C -0.61262 -2.60079 -0.32427
C -1.35598 0.08649 -0.67428
C 0.32132 -1.68196 -0.74561
C -0.05793 -0.35868 -0.84903
C 2.70073 0.58986 0.90902
C 0.47986 1.92609 1.18539
C 1.52405 1.14782 0.35496
O 3.36368 -0.19244 1.55260
O 2.83611 1.74812 0.44009
O 2.31057 0.22816 -1.89985
S 1.15233 0.92054 -1.35884
Cl -2.33570 3.21621 -0.96115
H -2.64644 -2.95402 0.32765
H -3.43438 -0.61917 -0.01350
H -0.32227 -3.73063 -0.25987
H -1.69191 1.14910 -0.72893
H 1.34325 -1.94341 -0.91394
H -0.35575 1.14425 1.19594
H 0.90973 2.17143 2.23118
H 0.02308 2.76601 0.70173
*
```

For the HOMO-LUMO gap, the calculation gives 7.81 eV. As for the total energy: -38962.386 eV. The highest occupied orbital energy is -4.68 eV. For the LUMO energy, the calculation gives 3.1336 eV. The relative energy (zero: lowest compared OMol25 entry of this formula, charge and spin) is 106.00 kJ/mol.

=====

# 5
Here is a gas-phase ion, C5H11N4O5S (charge +1) at a distorted geometry from OMol25. Energies are from the ωB97M-V functional and the def2-TZVPD basis.

ORCA input file:
```
! wB97M-V def2-TZVPD RIJCOSX def2/J DEFGRID3
* xyz 1 1
H 0.74499 1.63116 -1.52416
N 1.22351 1.08435 -0.86562
C 0.53841 0.81524 0.21582
C 1.01631 -0.28417 0.98102
N 1.85316 -1.13864 0.47950
C 2.19512 -1.55584 -0.91895
N 1.25488 -1.06295 -1.76461
O 0.65911 -0.54111 2.18793
C -0.18275 0.47765 2.77004
C -1.27435 0.84080 1.80714
N -0.67997 1.21101 0.54668
O -1.43843 1.67751 -0.54039
S -1.76479 0.36654 -1.50189
O -1.33948 -0.76334 -0.70070
O -1.06163 0.36268 -2.74309
O -3.30651 0.51144 -1.61017
H 2.28835 -1.82627 1.11470
H 3.19030 -1.18035 -1.13344
H 2.06601 -2.69231 -0.91887
H 1.34364 -0.27598 -2.45990
H 0.36123 -1.31621 -1.52279
H 0.51313 1.31165 2.92541
H -0.68298 -0.00426 3.72727
H -1.85627 1.71837 2.21297
H -1.99786 -0.03823 1.75562
H -3.66314 0.67125 -2.51950
*
```

For the HOMO-LUMO gap, the calculation gives 7.73 eV. As for the total energy: -32385.216 eV. The highest occupied orbital energy is -11.95 eV. For the LUMO energy, the calculation gives -4.2199 eV. The SMILES is [H]/N=C1/C(=[NH+]\CN)OCCN1OS(=O)(=O)O. The relative energy (zero: lowest compared OMol25 entry of this formula, charge and spin) is 172.15 kJ/mol.

=====

# 6
Here is a molecular structure, C11H19N3O6PPd at a distorted geometry from OMol25. Energies are from the ωB97M-V functional and the def2-TZVPD basis.

ORCA input file:
```
! wB97M-V def2-TZVPD RIJCOSX def2/J DEFGRID3
* xyz 1 3
O 0.87846 3.17485 -4.70520
C 1.27902 2.66329 -3.74378
Pd 2.12889 2.12774 -2.22902
C 1.12496 2.75323 -0.69165
O 0.52209 3.24091 0.16031
C -0.30562 -0.26885 -4.06791
O 0.69872 -0.82417 -3.82416
C 3.97510 2.61529 -2.38419
O 5.11471 2.78549 -2.44409
C -1.23403 0.75757 -3.90893
O -1.15739 1.65021 -3.05619
H -1.92421 0.54601 -4.70534
C -2.48258 -0.55969 -0.33444
N -1.66472 -0.07217 0.77742
C -2.09359 1.25511 1.22142
P -0.00500 -0.35423 0.63576
O 0.79829 0.27251 -0.44722
N 0.49524 0.14877 2.14866
C 1.87742 0.57610 2.34425
C -0.14331 -0.35184 3.35782
N -0.05053 -2.01504 0.47024
C -0.81796 -2.84008 1.38925
C 1.04618 -2.71441 -0.19034
H -2.35993 0.05554 -1.23770
H -3.53352 -0.52302 -0.02473
H -2.22058 -1.59365 -0.57408
H -1.46655 1.58726 2.05541
H -2.03665 1.99358 0.40555
H -3.13870 1.17218 1.55348
H 2.22971 1.13367 1.46771
H 1.91756 1.22733 3.22731
H 2.53779 -0.28822 2.51599
H 0.04846 0.37254 4.16142
H -1.22738 -0.45749 3.23400
H 0.28520 -1.31639 3.67198
H -1.06330 -3.78021 0.87720
H -0.24076 -3.08897 2.29260
H -1.75157 -2.34846 1.68251
H 1.36428 -2.16621 -1.08375
H 1.90486 -2.83619 0.48802
H 0.69093 -3.70989 -0.48561
*
```

Its expectation value of S² is 2.0143. For the HOMO-LUMO gap (alpha / beta), the calculation gives 6.88 / 4.36 eV. As for the total energy: -41229.923 eV. The highest occupied orbital energy (alpha / beta) is -11.33 / -11.33 eV. For the LUMO energy (alpha / beta), the calculation gives -4.4589 / -6.9700 eV.

=====

# 7
Here is 2 unconnected molecules or ions with the total composition CF2NP at a distorted geometry from OMol25. Energies are from the ωB97M-V functional and the def2-TZVPD basis.

ORCA input file:
```
! wB97M-V def2-TZVPD RIJCOSX def2/J DEFGRID3
* xyz 0 1
C -0.79839 -0.13277 0.09686
N -1.60202 -0.95380 -0.00956
F 2.35818 -1.23720 -0.00556
F 0.69570 2.06530 -0.42258
P 0.68820 0.81598 0.64252
*
```

For the HOMO-LUMO gap (alpha / beta), the calculation gives 7.31 / 7.30 eV. As for the total energy: -17247.106 eV. The highest occupied orbital energy (alpha / beta) is -11.33 / -11.33 eV. For the LUMO energy (alpha / beta), the calculation gives -4.0210 / -4.0211 eV. The relative energy (zero: lowest compared OMol25 entry of this formula, charge and spin) is 417.78 kJ/mol.

=====

# 8
Here is a molecular structure, H18O21S3Zn3 at a distorted geometry from OMol25. Energies are from the ωB97M-V functional and the def2-TZVPD basis.

ORCA input file:
```
! wB97M-V def2-TZVPD RIJCOSX def2/J DEFGRID3
* xyz 0 1
Zn 0.57498 0.16459 4.44776
Zn -2.60458 4.22962 -1.11195
Zn 3.01686 -2.31615 -2.17705
S 0.40332 0.12450 -0.63208
O -0.30998 1.35383 -0.97550
O 0.13845 -0.31615 0.75594
O 0.15329 -0.98110 -1.49574
O 1.78325 0.28208 -0.89806
S 3.33616 -5.75657 -0.21457
O 3.26205 -4.36799 0.24500
O 3.09769 -5.42024 -1.64313
O 4.65685 -6.31282 -0.04466
O 2.27788 -6.51989 0.35793
S -0.71466 3.86886 3.74222
O -0.60256 4.98854 4.70410
O -1.43356 4.21675 2.49750
O 0.57153 3.26566 3.55252
O -1.34717 2.71531 4.39477
O -3.42349 3.06238 -4.31226
H -3.88377 3.57518 -4.97664
H -3.08649 2.30233 -4.78660
O 3.44616 -1.16377 3.84607
H 4.36558 -0.89829 3.82573
H 3.39930 -1.91234 3.25137
O 5.10559 3.49225 -1.29081
H 4.34509 4.00047 -1.57292
H 4.73398 2.70426 -0.89432
O -5.41608 2.51641 -0.02786
H -5.87609 2.63444 0.80321
H -6.10482 2.29224 -0.65366
O 2.67743 -2.29889 -5.53258
H 1.90860 -1.87837 -5.91766
H 2.97465 -2.91493 -6.20219
O -3.39037 -2.80972 1.52519
H -3.17606 -3.64832 1.93392
H -2.57211 -2.31376 1.55167
O -3.64270 -3.51417 -2.51244
H -2.74990 -3.17555 -2.44549
H -4.04075 -3.31039 -1.66612
O -0.12553 6.21853 -2.24487
H 0.52854 5.97645 -2.90047
H 0.20551 7.03220 -1.86464
O -0.75266 -2.71352 5.69140
H -0.74122 -3.56975 5.26363
H -0.96816 -2.90421 6.60432
*
```

For the HOMO-LUMO gap, the calculation gives 2.54 eV. As for the total energy: -221028.788 eV. The highest occupied orbital energy is -8.47 eV. For the LUMO energy, the calculation gives -5.9278 eV. The relative energy (zero: lowest compared OMol25 entry of this formula, charge and spin) is 2154.80 kJ/mol.